110
Properties=species:S:1:pos:R:3:forces:R:3 method="wB97M-V/def2-TZVPD" e_homo_ev=-8.546 largest_force_ev_per_a=3.3 smiles=CCCCCCCCCCCPB(O)CC.COCCOC.COCCOC.COCCOC.COCCOC total_charge=0
C -0.25598 5.58518 1.22410 0.757 -0.191 0.536
C 0.23455 4.10206 1.74566 1.097 0.155 -0.012
C 1.23704 3.36819 0.63701 -0.481 1.077 0.386
C 0.54328 3.29418 -0.84647 0.266 0.235 -0.652
C 0.80614 1.90061 -1.66968 0.068 0.843 -1.021
C 2.24796 1.18132 -1.36585 0.283 -0.619 0.328
C 2.09916 -0.11762 -0.33563 1.127 0.070 -0.393
C 2.09798 -1.55342 -1.19106 -1.574 0.934 0.258
C 0.58358 -1.65381 -1.89279 0.972 -0.583 0.086
C 0.10883 -3.21974 -2.00981 -0.349 -0.018 -1.244
C -1.50763 -3.46689 -1.89030 0.620 -0.895 -1.255
P -2.23637 -3.24415 -0.13931 0.262 -0.049 -0.295
B -2.67949 -1.42005 0.25620 0.467 1.611 0.883
O -2.73494 -1.03546 1.69715 2.361 -0.172 -2.258
C -2.97315 -0.23923 -0.88770 0.276 0.981 -0.215
C -2.76529 1.28611 -0.23388 0.024 -0.010 -0.640
H 0.64735 6.01742 0.57711 -2.106 -0.786 1.309
H -1.24807 5.56400 0.58237 2.127 0.093 1.416
H -0.36320 6.26707 2.19563 -0.107 -1.333 -2.365
H 0.90209 4.29188 2.70894 -1.435 -0.479 -1.919
H -0.63358 3.38605 2.06790 1.480 1.428 -0.772
H 1.57397 2.33924 1.08294 -0.654 1.853 -1.095
H 2.18578 4.07494 0.53190 -1.859 -1.642 0.367
H 0.99015 4.16834 -1.52552 -0.929 -1.793 1.629
H -0.62021 3.50136 -0.80590 2.340 -0.504 0.101
H -0.13360 1.21381 -1.51972 2.095 0.978 -0.160
H 0.80955 2.19376 -2.82539 -0.147 -0.682 2.435
H 3.06307 1.91251 -0.89329 -2.067 -1.297 -1.066
H 2.74266 0.79217 -2.37447 -1.199 0.791 2.085
H 1.11422 0.00352 0.31925 2.039 -0.421 -1.413
H 3.03651 -0.08927 0.39858 -2.043 -0.186 -1.486
H 2.26300 -2.45310 -0.43996 -0.193 1.799 -1.758
H 2.85177 -1.53761 -2.08846 -1.053 -0.082 2.137
H 0.65777 -1.23506 -2.99762 -0.329 -0.637 2.370
H -0.11605 -0.96676 -1.25445 1.027 -1.619 -1.276
H 0.65387 -3.95355 -1.27677 -0.987 1.629 -1.144
H 0.41633 -3.57480 -3.10757 -0.600 0.635 2.362
H -1.69171 -4.60902 -2.18500 0.319 2.444 0.681
H -2.12591 -2.84760 -2.69839 1.340 -1.102 1.931
H -1.17664 -3.60885 0.80813 -0.657 0.467 -0.892
H -1.76455 -0.79939 1.91064 -2.269 -0.564 -0.203
H -4.05433 -0.33349 -1.35908 2.156 0.256 0.910
H -2.18651 -0.28398 -1.78199 -1.783 -0.248 1.771
H -1.66103 1.43051 0.18781 -2.421 -0.453 -0.745
H -2.86700 2.07682 -1.12198 0.058 -1.620 2.041
H -3.55742 1.49125 0.61162 1.714 -0.338 -1.741
C -0.95458 5.43362 -7.43117 -0.181 0.005 0.045
O -2.00617 4.48669 -7.27588 0.482 -0.104 0.040
C -1.54079 3.13981 -7.38001 -0.491 0.060 0.390
C -1.42000 2.48563 -6.00042 0.582 0.066 -0.306
O -0.37254 3.08666 -5.23268 -0.497 0.171 -0.010
C -0.87483 3.98723 -4.25010 0.219 -0.063 -0.066
H -1.33137 6.41800 -7.14225 -0.072 -0.170 -0.054
H -0.09473 5.19147 -6.79914 -0.044 -0.027 -0.054
H -0.64223 5.47056 -8.47898 0.112 0.041 0.002
H -0.58857 3.09341 -7.92230 -0.038 0.018 0.162
H -2.28566 2.58966 -7.96471 0.037 -0.021 0.028
H -1.15218 1.43082 -6.13265 -0.047 0.056 -0.024
H -2.37427 2.52471 -5.46141 0.075 0.103 -0.097
H -1.33778 3.42272 -3.43542 -0.087 0.076 0.072
H -1.59781 4.68920 -4.67347 -0.013 -0.059 -0.018
H -0.03292 4.55635 -3.84666 -0.043 -0.158 -0.072
C 4.38244 -5.78051 -0.16664 0.008 0.157 -0.048
O 4.14059 -4.59521 0.58382 0.014 -0.378 0.156
C 3.50953 -4.86757 1.83645 0.362 0.377 0.064
C 4.51346 -4.79754 2.99103 -0.257 -0.560 -0.122
O 5.46320 -5.86536 2.91639 0.062 0.475 -0.250
C 6.72098 -5.43176 2.40770 -0.089 -0.244 0.104
H 5.03853 -5.53062 -1.00423 -0.103 0.106 0.117
H 4.86983 -6.55091 0.43866 -0.080 0.043 -0.004
H 3.43843 -6.16630 -0.56268 0.020 -0.137 0.008
H 2.99917 -5.83819 1.81703 0.118 0.048 0.011
H 2.74959 -4.09319 1.98539 -0.007 0.004 0.049
H 3.97225 -4.91893 3.93665 -0.003 0.036 -0.066
H 5.01789 -3.82407 3.01545 -0.037 -0.094 -0.108
H 7.23964 -4.83729 3.16551 0.077 0.084 -0.069
H 6.60936 -4.84841 1.49011 -0.032 0.022 0.048
H 7.32288 -6.31715 2.18573 -0.149 0.060 0.099
C -0.31832 -10.46529 0.71466 -0.148 0.030 0.123
O -0.47687 -10.05207 2.06771 0.401 0.095 -0.286
C 0.76850 -9.70706 2.67724 -0.477 0.327 0.228
C 0.94618 -8.18786 2.75638 0.435 -0.322 -0.343
O 1.10273 -7.61664 1.45368 -0.437 -0.059 0.197
C -0.09056 -6.98863 0.99494 0.233 -0.003 -0.103
H -1.30697 -10.51702 0.25169 0.074 0.001 0.178
H 0.29559 -9.76084 0.14519 0.002 -0.044 0.057
H 0.13709 -11.45948 0.68277 0.053 -0.005 -0.108
H 1.60812 -10.17448 2.14854 -0.077 0.148 -0.015
H 0.74781 -10.11095 3.69499 0.036 0.040 -0.022
H 1.86545 -7.96889 3.31211 -0.050 -0.046 0.002
H 0.11075 -7.72128 3.29216 0.010 -0.124 -0.111
H -0.24682 -6.05262 1.53915 -0.143 0.027 0.009
H -0.96259 -7.63700 1.11282 0.035 0.027 0.051
H 0.03111 -6.75929 -0.06717 0.094 -0.031 0.126
C -2.20497 7.09668 4.79416 0.066 0.093 -0.151
O -2.62078 7.61232 3.53407 -0.278 -0.098 0.389
C -4.02069 7.43268 3.31157 0.213 0.514 -0.282
C -4.79106 8.73682 3.53863 -0.155 -0.476 0.437
O -4.77181 9.11564 4.91847 0.393 0.136 -0.363
C -3.84047 10.16214 5.17587 -0.189 -0.123 0.161
H -1.18630 7.44148 4.98880 -0.105 -0.016 -0.146
H -2.85045 7.44360 5.60684 0.004 -0.038 -0.066
H -2.20618 6.00308 4.76463 -0.010 -0.045 0.111
H -4.41852 6.62617 3.93945 0.020 0.164 0.021
H -4.14103 7.13219 2.26535 -0.033 0.011 0.027
H -5.84124 8.57777 3.26723 0.081 -0.012 -0.020
H -4.39861 9.54120 2.90486 0.070 -0.127 0.078
H -4.22692 11.10517 4.77832 0.110 0.069 -0.028
H -2.86003 9.94992 4.74182 -0.046 0.001 -0.041
H -3.72744 10.25961 6.25901 -0.115 -0.067 -0.135

***

121
Properties=species:S:1:pos:R:3:forces:R:3 method="wB97M-V/def2-TZVPD" e_homo_ev=-8.282 largest_force_ev_per_a=1.4 total_charge=0
C -2.76297 4.42347 0.48787 0.002 0.046 -0.025
C -1.84465 3.92145 1.62073 -0.017 0.092 -0.129
C -1.54759 2.41270 1.54906 0.159 0.062 0.329
C -0.18571 2.11317 0.91513 0.037 0.112 -0.081
C -0.08611 0.69552 0.38342 -0.161 -0.186 0.079
C 0.02504 -0.33873 1.52681 0.156 0.053 0.050
O -1.12132 -1.17004 1.66909 -0.102 -0.085 -0.058
C -1.19136 -2.23145 0.75123 0.075 0.063 0.024
O 1.04008 0.66813 -0.50029 0.061 -0.149 0.053
C 1.19390 -0.51079 -1.24147 -0.136 0.236 0.205
S 1.89986 -0.02254 -2.83900 0.029 -0.064 0.011
C 1.99109 -1.71734 -3.43328 0.077 -0.195 -0.134
C 2.75805 -1.81136 -4.73770 -0.558 -0.940 0.930
O 3.16138 -0.88891 -5.34930 0.367 1.128 -0.795
O 2.91157 -3.07061 -5.23694 0.267 -0.141 -0.050
C 3.07521 -4.17160 -4.33576 -0.025 0.044 -0.171
C 1.73748 -4.86041 -4.02346 -0.164 0.160 -0.259
C 1.57405 -6.18298 -4.75754 -0.002 -0.050 0.312
O 1.54022 -4.92370 -2.57834 0.130 0.078 -0.251
C 2.24000 -5.83419 -1.86250 0.196 1.086 -0.178
O 1.90013 -6.96347 -1.76192 -0.271 -1.337 0.046
C 3.43740 -5.32021 -1.08240 0.007 -0.132 0.404
S 3.57739 -3.54963 -0.78771 0.241 0.017 0.252
H -2.34506 5.30160 -0.01062 -0.036 -0.090 0.087
H -3.74797 4.71241 0.86963 0.085 -0.080 -0.062
H -2.92001 3.64381 -0.26546 0.040 0.109 0.034
H -2.29474 4.18109 2.58620 0.030 -0.053 -0.116
H -0.90292 4.47947 1.58474 -0.103 -0.087 0.082
H -1.52204 2.01155 2.56945 -0.066 -0.133 -0.268
H -2.33890 1.89665 0.98881 0.017 0.061 0.142
H 0.58806 2.25811 1.68036 -0.059 0.077 -0.182
H 0.02613 2.80527 0.09159 -0.116 -0.084 0.032
H -1.00053 0.46142 -0.19097 0.157 0.018 -0.038
H 0.12061 0.18390 2.48396 0.028 -0.099 -0.132
H 0.92416 -0.95928 1.39405 -0.134 0.096 0.050
H -0.23405 -2.77539 0.70469 -0.079 0.028 -0.004
H -1.45295 -1.89622 -0.26334 0.038 -0.034 0.076
H -1.97184 -2.91514 1.09764 0.062 0.076 -0.009
H 0.22539 -1.00388 -1.40219 0.106 0.021 -0.031
H 1.87880 -1.21882 -0.75112 -0.134 0.142 -0.032
H 2.46231 -2.35351 -2.67418 -0.157 0.206 -0.199
H 0.98969 -2.12657 -3.61111 0.054 0.064 0.017
H 3.74335 -4.85488 -4.86620 -0.043 0.056 0.107
H 3.56029 -3.83086 -3.41553 -0.054 -0.138 -0.183
H 0.95590 -4.17205 -4.35055 -0.030 -0.157 0.149
H 1.42658 -5.97817 -5.82183 0.108 -0.032 0.124
H 2.46294 -6.81088 -4.63601 -0.109 0.012 -0.042
H 0.70826 -6.74458 -4.40385 0.025 0.127 -0.003
H 3.41221 -5.86298 -0.13440 0.160 0.028 -0.129
H 4.35775 -5.61926 -1.59547 -0.155 0.003 -0.012
H 2.38569 -3.38061 -0.20193 -0.030 -0.036 0.086
C 1.64375 3.09279 6.23688 0.035 0.030 0.013
S 0.00747 2.81480 5.54938 -0.077 0.020 0.005
O 0.21388 2.10230 4.25539 0.025 -0.091 -0.026
C -0.34427 4.51754 5.13861 -0.014 0.119 -0.021
H 2.05425 2.12276 6.50943 -0.009 -0.006 -0.005
H 2.27052 3.56585 5.48119 -0.009 -0.005 -0.009
H 1.55751 3.72237 7.12250 0.012 -0.005 0.000
H 0.43512 4.90717 4.48364 0.023 -0.051 -0.004
H -0.42247 5.09874 6.05742 -0.012 -0.004 -0.004
H -1.31029 4.53228 4.63927 0.044 0.014 0.057
C -3.81967 2.02125 4.56647 -0.035 -0.027 -0.008
S -4.50553 3.51910 5.27734 0.037 -0.037 -0.018
O -3.35670 4.27172 5.85361 0.000 0.029 0.012
C -5.32887 2.72539 6.66241 -0.042 -0.028 0.015
H -3.22107 2.31141 3.70566 -0.021 0.008 0.010
H -3.18822 1.52974 5.30681 0.008 0.014 0.006
H -4.63066 1.36747 4.24472 0.012 -0.004 -0.008
H -4.58988 2.17963 7.24848 0.013 0.009 -0.008
H -6.10349 2.05597 6.28823 -0.002 0.004 0.011
H -5.77933 3.51082 7.26565 0.006 0.004 -0.004
C 2.28076 -4.86878 3.72050 -0.007 -0.039 0.013
S 2.59316 -3.15897 4.18223 -0.008 0.023 -0.015
O 2.26370 -2.33567 2.99041 -0.023 -0.055 -0.110
C 4.38377 -3.30039 4.22407 0.040 -0.008 0.011
H 1.20594 -4.97597 3.58847 -0.002 0.011 0.001
H 2.79828 -5.08256 2.78495 0.004 0.019 -0.005
H 2.62241 -5.53175 4.51530 -0.007 -0.006 -0.006
H 4.73724 -3.63154 3.24761 -0.014 0.012 -0.009
H 4.67600 -4.00028 5.00698 0.006 0.007 0.000
H 4.77887 -2.31141 4.44643 -0.008 0.002 -0.004
C -1.95658 -9.83803 -5.27605 -0.027 -0.060 0.014
S -0.25680 -9.39540 -5.62157 0.099 0.034 -0.064
O -0.28311 -8.37845 -6.70911 0.006 -0.022 0.043
C 0.18497 -10.95522 -6.40115 0.038 -0.037 0.012
H -2.42296 -8.96956 -4.82245 -0.066 0.099 0.052
H -2.44575 -10.10725 -6.21272 -0.019 0.041 0.031
H -1.97225 -10.66907 -4.57041 -0.007 0.010 -0.006
H -0.47825 -11.13222 -7.24758 0.000 0.024 -0.001
H 0.10628 -11.75902 -5.66915 0.011 -0.007 -0.008
H 1.21357 -10.86896 -6.74565 -0.009 0.010 0.004
C -3.51980 -5.38095 -1.12229 -0.012 0.052 0.028
S -1.96175 -5.87627 -1.86862 0.005 -0.027 -0.057
O -2.23217 -7.14997 -2.58813 -0.009 -0.072 -0.099
C -1.14806 -6.32957 -0.33555 0.051 0.025 0.047
H -4.19812 -5.11402 -1.93010 0.016 -0.005 -0.006
H -3.92540 -6.21743 -0.55398 0.005 -0.014 -0.010
H -3.35295 -4.51590 -0.47996 -0.015 0.009 -0.001
H -1.74225 -7.09271 0.16687 -0.010 -0.001 -0.009
H -1.04145 -5.44204 0.28974 0.022 0.007 0.015
H -0.17025 -6.72763 -0.60099 -0.044 -0.002 -0.004
C -0.05120 9.15561 0.14206 0.034 0.095 -0.057
S -1.38756 8.61345 1.20550 0.010 -0.014 -0.006
O -1.12845 7.18335 1.52399 0.020 -0.052 0.035
C -2.65403 8.63102 -0.06873 -0.043 0.038 -0.015
H 0.85645 9.17421 0.74272 -0.014 -0.014 0.016
H 0.05908 8.44069 -0.67461 -0.014 -0.036 0.029
H -0.26546 10.15635 -0.23763 0.039 0.008 0.010
H -2.35258 7.96714 -0.87898 0.009 -0.008 0.010
H -2.78800 9.65140 -0.42829 -0.003 -0.004 -0.001
H -3.57533 8.27026 0.38435 0.007 -0.004 0.002
C 1.87410 13.51002 -2.58556 0.017 0.032 0.008
S 0.58931 12.26459 -2.73232 -0.010 -0.032 -0.020
O -0.06986 12.17175 -1.40054 -0.018 -0.007 0.023
C 1.69850 10.85603 -2.84673 0.027 -0.020 -0.033
H 1.38050 14.47115 -2.45854 -0.004 -0.006 0.002
H 2.48981 13.28778 -1.71449 -0.012 -0.008 0.005
H 2.47252 13.51931 -3.49633 -0.003 0.010 0.001
H 2.33378 10.82795 -1.96168 -0.013 0.005 0.008
H 2.29650 10.93689 -3.75422 -0.002 -0.009 0.002
H 1.08254 9.96022 -2.89327 -0.004 0.006 -0.001